# 1
Formula: C4H7N3O2
Source: the OMol25 dataset
Level of theory: the ωB97M-V functional and the def2-TZVPD basis

Each line ends with the Mulliken charge.
CARTESIAN COORDINATES (ANGSTROEM)
C1 1.54 -1.17 0.05  0.19
C2 -0.29 -0.19 1.34  -1.54
C3 0.11 0.28 -1.12  -1.50
C4 0.13 -0.75 0.03  0.94
N1 2.53 -1.93 0.23  -0.46
N2 2.87 -0.54 0.58  -0.27
N3 3.73 0.36 -0.21  1.06
O1 3.32 0.79 -1.25  -0.53
O2 4.81 0.68 0.23  -0.58
H1 0.09 0.89 1.56  0.28
H2 0.07 -0.70 2.08  0.53
H3 -1.35 -0.14 1.34  0.40
H4 0.72 1.24 -1.05  0.33
H5 -0.91 0.39 -1.17  0.45
H6 0.50 -0.07 -2.02  0.44
H7 -0.39 -1.67 -0.23  0.25

Max |F|, eV Å⁻¹: 5.549
Structure (SMILES): CC(C)C1=NN1[N+](=O)[O-]
Total charge: 0
Kohn-Sham gap, eV: 10.169
ΔE to the lowest compared entry with this formula, charge and spin, kcal per mole: 197.6
LUMO, eV: 0.3
Molecular weight, g/mol: 129.12

***

# 2
Formula: C4H10Br2N
Source: the OMol25 dataset
Level of theory: the ωB97M-V functional and the def2-TZVPD basis

Each line ends with the Mulliken charge.
CARTESIAN COORDINATES (ANGSTROEM)
C1 -0.91 -0.49 -1.50  -1.03
C2 -1.66 0.86 0.47  -0.86
C3 0.12 -0.90 0.76  -0.64
C4 2.58 0.11 0.86  -0.27
N1 -0.40 0.18 -0.10  0.22
Br1 2.24 1.71 -0.05  -0.05
Br2 3.58 -1.12 -0.09  0.06
H1 -1.66 -1.28 -1.39  0.39
H2 -1.45 0.36 -1.98  0.42
H3 -0.07 -0.81 -2.04  0.42
H4 -2.28 -0.01 0.48  0.41
H5 -1.18 1.18 1.43  0.34
H6 -1.89 1.74 -0.22  0.35
H7 0.16 -1.85 0.26  0.34
H8 -0.30 -0.78 1.77  0.33
H9 2.87 0.21 1.88  0.44
H10 0.24 0.90 -0.54  0.14

Max |F|, eV Å⁻¹: 4.658
Total charge: +1
Kohn-Sham gap (spin up / spin down), eV: 8.809 / 7.844
ΔE to the lowest compared entry with this formula, charge and spin, kcal per mole: 78.9
LUMO (spin up / spin down), eV: -4.7 / -4.8
Molecular weight, g/mol: 231.94

***

# 3
Formula: C14H32BeO18S4
Source: the OMol25 dataset
Level of theory: the ωB97M-V functional and the def2-TZVPD basis

Each line ends with the Mulliken charge.
CARTESIAN COORDINATES (ANGSTROEM)
Be1 0.25 0.25 0.65  2.04
C1 0.61 2.71 2.02  0.35
O1 -0.17 1.77 2.48  -0.67
O2 1.29 3.46 2.79  -0.87
O3 0.95 2.58 0.77  -0.45
C2 2.73 -0.49 1.68  0.28
O4 3.54 -0.09 2.56  -0.84
O5 1.64 -1.13 2.05  -0.78
O6 2.68 0.02 0.50  -0.51
O7 3.02 2.67 -1.32  -0.65
S1 2.17 1.95 -2.20  1.39
O8 1.15 1.05 -1.78  -0.56
O9 1.45 2.99 -3.23  -0.21
C3 1.85 4.37 -3.09  -0.15
C4 1.08 5.16 -4.14  -1.27
C5 3.09 1.03 -3.42  -1.28
H1 2.93 4.41 -3.23  0.42
H2 1.60 4.77 -2.11  0.34
H3 1.05 4.72 -5.14  0.31
H4 1.57 6.14 -4.19  0.39
H5 0.05 5.25 -3.82  0.25
H6 3.52 1.74 -4.13  0.38
H7 2.39 0.33 -3.87  0.33
H8 3.91 0.49 -2.94  0.33
O10 0.95 -3.45 -2.32  -0.72
S2 1.13 -2.75 -1.07  1.12
O11 0.44 -1.54 -0.83  -0.61
O12 0.91 -3.79 0.14  0.03
C6 0.90 -5.19 -0.13  -0.41
C7 -0.33 -5.67 -0.87  -1.01
C8 2.86 -2.45 -0.88  -0.88
H9 0.92 -5.64 0.86  0.24
H10 1.84 -5.48 -0.61  0.36
H11 -0.37 -5.42 -1.92  0.32
H12 -1.18 -5.31 -0.28  0.15
H13 -0.33 -6.77 -0.90  0.40
H14 3.32 -3.30 -1.40  0.37
H15 3.07 -2.47 0.19  0.34
H16 3.21 -1.53 -1.34  0.12
O13 -1.43 1.36 -0.18  -0.44
S3 -2.00 2.45 -0.88  1.02
O14 -2.50 2.31 -2.21  -0.72
O15 -3.21 3.02 0.02  -0.40
C9 -3.14 2.81 1.44  0.68
C10 -3.91 3.93 2.12  -1.46
C11 -0.96 3.88 -0.71  -0.29
H17 -2.08 2.82 1.72  -0.02
H18 -3.55 1.85 1.73  -0.04
H19 -3.66 4.11 3.16  0.36
H20 -4.98 3.71 2.03  0.34
H21 -3.76 4.85 1.55  0.32
H22 -1.46 4.74 -1.16  0.42
H23 0.03 3.69 -1.10  -0.32
H24 -0.87 4.03 0.37  0.25
O16 -1.40 -1.10 1.34  -0.43
S4 -2.21 -2.24 1.09  1.06
O17 -2.68 -2.59 -0.21  -0.73
O18 -1.46 -3.50 1.73  -0.27
C12 -0.56 -3.15 2.82  0.43
C13 -0.08 -4.44 3.45  -1.58
C14 -3.60 -2.13 2.24  -1.06
H25 -1.10 -2.58 3.59  0.65
H26 0.27 -2.57 2.41  -0.16
H27 0.44 -4.09 4.35  0.42
H28 0.66 -4.96 2.85  0.28
H29 -0.91 -5.09 3.71  0.31
H30 -4.40 -2.59 1.65  0.43
H31 -3.77 -1.09 2.48  0.21
H32 -3.43 -2.83 3.05  0.33

Max |F|, eV Å⁻¹: 4.054
Total charge: -2
Kohn-Sham gap, eV: 3.785
ΔE to the lowest compared entry with this formula, charge and spin, kcal per mole: 0.0
LUMO, eV: 3.8
Molecular weight, g/mol: 625.67

***

# 4
Formula: C5H12NO
Source: the OMol25 dataset
Level of theory: the ωB97M-V functional and the def2-TZVPD basis

Each line ends with the Mulliken charge.
CARTESIAN COORDINATES (ANGSTROEM)
C1 0.65 2.36 1.12  -1.33
C2 0.68 0.81 0.98  0.45
C3 -0.28 -1.08 -0.54  -0.74
C4 0.10 -2.22 0.40  -1.06
N1 -0.05 0.05 1.93  -0.67
C5 -0.58 0.29 0.22  -0.59
O1 -0.53 -0.18 -3.29  -1.07
H1 -0.14 2.70 1.76  0.39
H2 1.54 2.44 1.73  0.32
H3 0.75 2.90 0.12  0.33
H4 1.53 0.31 0.66  0.47
H5 0.52 -0.80 -1.26  0.37
H6 -1.10 -1.41 -1.21  0.45
H7 0.72 -2.98 -0.11  0.36
H8 0.73 -1.85 1.24  0.28
H9 -0.82 -2.66 0.90  0.24
H10 -0.25 0.26 -4.07  0.11
H11 -1.61 0.22 0.65  0.36
H12 -0.67 1.04 -0.60  0.32

Max |F|, eV Å⁻¹: 5.631
Total charge: -1
Kohn-Sham gap, eV: 6.363
ΔE to the lowest compared entry with this formula, charge and spin, kcal per mole: 118.1
LUMO, eV: 3.7
Molecular weight, g/mol: 102.16

***

# 5
Formula: C6H10
Source: the OMol25 dataset
Level of theory: the ωB97M-V functional and the def2-TZVPD basis

Each line ends with the Mulliken charge.
CARTESIAN COORDINATES (ANGSTROEM)
C1 -1.50 0.53 0.59  -0.49
C2 -0.61 0.99 -0.56  -0.31
C3 0.89 0.83 -0.40  -0.57
C4 1.21 -0.20 0.67  -0.56
C5 0.51 -1.34 -0.10  -0.84
C6 -1.06 -0.41 -0.52  -0.16
H1 -1.01 0.50 1.55  0.08
H2 -2.56 0.80 0.69  0.29
H3 -0.92 1.73 -1.30  0.35
H4 0.92 -0.11 -1.19  0.28
H5 1.47 1.77 -0.39  0.41
H6 0.83 -0.06 1.68  0.22
H7 2.30 -0.28 0.75  0.31
H8 0.03 -2.16 0.38  0.34
H9 1.37 -1.83 -0.66  0.29
H10 -1.86 -0.76 -1.19  0.34

Max |F|, eV Å⁻¹: 4.322
Structure (SMILES): C1C[C@@H]2C[C@@H]2C1
Total charge: 0
Kohn-Sham gap, eV: 10.765
ΔE to the lowest compared entry with this formula, charge and spin, kcal per mole: 93.1
LUMO, eV: 1.2
Molecular weight, g/mol: 82.15

***

# 6
Formula: C26H24BIIrNO3PS
Source: the OMol25 dataset
Level of theory: the ωB97M-V functional and the def2-TZVPD basis

Each line ends with the Mulliken charge.
CARTESIAN COORDINATES (ANGSTROEM)
Ir1 1.14 -0.40 0.23  1.30
O1 3.76 1.28 -2.45  -0.66
C1 2.80 1.08 -1.74  0.53
O2 2.51 -0.11 -1.24  -0.61
C2 1.83 2.24 -1.44  -0.94
P1 0.65 1.85 -0.10  0.74
C3 -0.96 2.40 -0.74  0.46
C4 -1.45 3.68 -0.49  -0.32
C5 -2.67 4.08 -1.02  -0.63
C6 -3.41 3.20 -1.80  -0.49
C7 -2.93 1.92 -2.05  -0.70
C8 -1.71 1.52 -1.52  -0.33
C9 0.94 3.00 1.28  -0.10
C10 1.76 4.13 1.21  -0.03
C11 1.90 4.95 2.32  -0.73
C12 1.23 4.65 3.50  -0.46
C13 0.41 3.53 3.57  -0.92
C14 0.27 2.71 2.46  -0.30
H1 1.28 2.42 -2.36  0.37
H2 2.43 3.13 -1.26  0.37
H3 -0.89 4.37 0.13  0.34
H4 -3.05 5.07 -0.82  0.40
H5 -4.37 3.50 -2.21  0.38
H6 -3.51 1.23 -2.65  0.41
H7 -1.35 0.52 -1.69  0.45
H8 2.29 4.37 0.31  0.26
H9 2.54 5.82 2.27  0.41
H10 1.35 5.28 4.37  0.36
H11 -0.08 3.27 4.49  0.38
H12 -0.35 1.82 2.53  0.63
B1 1.06 -0.28 4.92  0.22
C15 1.10 -0.37 3.34  0.13
N1 1.09 -0.40 2.19  -0.60
H13 2.16 0.07 5.29  -0.14
H14 0.77 -1.39 5.33  -0.14
H15 0.20 0.53 5.21  -0.17
C16 -6.51 -3.35 3.78  -0.99
C17 -7.76 -3.29 2.96  0.69
O3 -8.85 -3.57 3.38  -0.56
S1 -7.67 -2.63 1.30  -0.16
C18 -5.96 -2.18 1.10  -0.36
C19 -5.07 -3.08 0.53  -0.27
C20 -3.73 -2.74 0.38  -0.55
C21 -3.27 -1.49 0.81  0.47
C22 -4.18 -0.59 1.37  -0.45
C23 -5.51 -0.93 1.51  -0.37
C24 -1.89 -1.14 0.67  0.19
C25 -0.73 -0.86 0.51  -0.90
H16 -6.18 -2.34 4.03  0.28
H17 -5.69 -3.83 3.24  0.34
H18 -6.73 -3.90 4.70  0.32
H19 -5.42 -4.05 0.20  0.42
H20 -3.03 -3.44 -0.05  0.44
H21 -3.83 0.38 1.70  0.52
H22 -6.21 -0.23 1.95  0.45
I1 0.58 -4.03 0.62  -0.10
C26 1.89 -2.36 0.24  -1.20
H23 2.34 -2.59 -0.72  0.44
H24 2.65 -2.46 1.01  0.45

Max |F|, eV Å⁻¹: 0.504
Total charge: -1
Kohn-Sham gap, eV: 7.764
ΔE to the lowest compared entry with this formula, charge and spin, kcal per mole: 8.6
LUMO, eV: 2.2
Molecular weight, g/mol: 791.46

***

# 7
Formula: C5H5NO
Source: the OMol25 dataset
Level of theory: the ωB97M-V functional and the def2-TZVPD basis

Each line ends with the Mulliken charge.
CARTESIAN COORDINATES (ANGSTROEM)
O1 -1.96 0.04 -0.34  -0.52
C1 -1.07 -0.83 0.32  -0.45
C2 0.38 -0.45 0.12  0.16
C3 0.71 0.85 -0.05  0.02
C4 0.93 1.95 -0.65  -0.53
C5 1.41 -1.38 0.41  0.19
N1 2.23 -2.16 0.69  -0.47
H1 -1.91 0.90 0.09  0.33
H2 -1.27 -0.87 1.40  0.25
H3 -1.26 -1.83 -0.09  0.36
H4 0.67 0.77 -1.31  0.32
H5 1.14 3.02 -0.62  0.35

Max |F|, eV Å⁻¹: 3.115
Total charge: 0
Kohn-Sham gap, eV: 8.745
ΔE to the lowest compared entry with this formula, charge and spin, kcal per mole: 126.2
LUMO, eV: 0.2
Molecular weight, g/mol: 95.10

***

- Which value of ΔE to the lowest compared entry with this formula, charge and spin does entry 7 give?
  126.2 kcal per mole

***

- Which of these has the lowest max |F|?
  C26H24BIIrNO3PS

***

- Number 3 is which compound?
  C14H32BeO18S4